No. 1
DFT (wB97M-V/def2-TZVPD) results for C36H32MoN7O4S as an isolated structure.

Structure (ORCA input):
```
! RIJCOSX wB97M-V def2-TZVPD def2/J DEFGRID3
* xyz 3 1
Mo 0.523 -0.316 -0.930
C 1.510 4.145 4.705
C 1.089 3.328 3.545
C -0.178 3.486 2.969
C -0.544 2.751 1.870
C 0.321 1.789 1.319
N -0.015 1.017 0.250
C -1.296 1.089 -0.333
C -2.447 0.761 0.414
C -3.707 1.077 -0.039
C -3.901 1.747 -1.255
C -5.242 2.144 -1.728
C -2.771 2.040 -2.031
C -1.495 1.755 -1.585
N -0.376 2.087 -2.359
C -0.235 3.046 -3.291
C 1.047 2.955 -3.790
C 1.629 1.893 -3.105
N 0.760 1.370 -2.234
C 1.594 1.597 1.906
C 1.957 2.389 2.987
N 2.427 0.558 1.473
C 3.426 0.047 2.210
C 3.932 -1.056 1.556
C 3.166 -1.164 0.409
N 2.237 -0.187 0.348
H 0.665 4.652 5.158
H 2.223 4.903 4.381
H 2.021 3.540 5.452
H -0.875 4.189 3.398
H -1.515 2.893 1.419
H -2.313 0.296 1.384
H -4.566 0.829 0.563
H -6.009 2.019 -0.971
H -5.522 1.543 -2.595
H -5.236 3.180 -2.065
H -2.909 2.493 -3.002
H -1.014 3.738 -3.531
H 1.494 3.577 -4.538
H 2.631 1.522 -3.194
H 2.932 2.289 3.432
H 3.727 0.449 3.155
H 4.716 -1.705 1.890
H 3.261 -1.919 -0.349
C -5.442 -2.723 4.239
C -4.147 -2.627 3.520
C -3.337 -1.499 3.682
C -2.106 -1.422 3.067
C -1.672 -2.472 2.272
C -2.437 -3.619 2.117
C -3.677 -3.679 2.728
S -0.053 -2.279 1.596
O 0.748 -3.452 1.573
O 0.516 -1.051 2.088
N -0.187 -1.884 -0.119
C -0.949 -2.813 -0.868
C -1.530 -1.971 -2.067
O -2.531 -2.255 -2.636
O -0.770 -0.931 -2.244
H -5.894 -1.743 4.383
H -5.257 -3.140 5.232
H -6.140 -3.380 3.728
H -3.666 -0.689 4.314
H -1.442 -0.586 3.228
H -2.050 -4.461 1.567
H -4.278 -4.567 2.604
H -1.768 -3.259 -0.295
H -0.341 -3.624 -1.295
N 1.869 -1.148 -2.106
C 2.726 -1.361 -2.872
C 3.817 -1.466 -3.699
C 4.761 -0.409 -3.595
C 5.885 -0.423 -4.386
C 6.113 -1.485 -5.261
C 5.195 -2.527 -5.360
C 4.042 -2.525 -4.603
H 4.589 0.387 -2.886
H 6.590 0.392 -4.324
H 7.009 -1.489 -5.864
H 5.384 -3.344 -6.041
H 3.311 -3.315 -4.689
*
```

Orbital gap (alpha / beta) = 6.26 / 5.60 eV
Molecular weight = 754.7 g/mol
Lowest unoccupied orbital energy (alpha / beta) = -10.27 / -10.85 eV
HOMO energy (alpha / beta) = -0.6073 / -0.6043 hartree
Total energy = -2540.74340 a.u.

No. 2
DFT (wB97M-V/def2-TZVPD) results for C36H32N2O6P2S2W as an isolated structure.

Structure (ORCA input):
```
! RIJCOSX wB97M-V def2-TZVPD def2/J DEFGRID3
* xyz 0 3
W 1.225 -1.370 0.431
S -0.916 -2.585 0.954
P -1.630 -0.736 0.534
C -0.141 0.109 0.393
P 0.289 1.801 0.451
S 2.221 1.989 0.777
C -0.650 2.620 1.770
C -1.322 3.823 1.588
C -1.976 4.427 2.653
C -1.960 3.831 3.904
C -1.284 2.631 4.093
C -0.631 2.030 3.034
C -0.213 2.660 -1.083
C 0.714 3.406 -1.803
C 0.348 4.035 -2.985
C -0.951 3.924 -3.460
C -1.887 3.186 -2.746
C -1.517 2.562 -1.567
C -2.781 -0.163 1.810
C -2.817 -0.802 3.044
C -3.633 -0.318 4.058
C -4.407 0.811 3.845
C -4.372 1.460 2.616
C -3.566 0.972 1.603
C -2.586 -0.768 -0.999
C -3.962 -0.982 -0.999
C -4.656 -1.064 -2.197
C -3.974 -0.942 -3.400
C -2.599 -0.745 -3.405
C -1.907 -0.657 -2.210
H -1.332 4.299 0.615
H -2.494 5.367 2.505
H -2.471 4.301 4.736
H -1.267 2.165 5.070
H -0.090 1.100 3.181
H 1.724 3.484 -1.415
H 1.077 4.616 -3.535
H -1.235 4.413 -4.383
H -2.901 3.091 -3.112
H -2.256 1.982 -1.028
H -2.201 -1.678 3.206
H -3.660 -0.823 5.014
H -5.038 1.193 4.638
H -4.969 2.347 2.451
H -3.557 1.480 0.646
H -4.498 -1.082 -0.063
H -5.726 -1.226 -2.192
H -4.514 -1.008 -4.336
H -2.065 -0.660 -4.343
H -0.833 -0.512 -2.210
O 2.908 -7.398 0.530
C 2.605 -6.084 0.537
C 2.678 -5.314 1.705
C 2.345 -3.982 1.602
N 1.986 -3.461 0.444
C 1.896 -4.167 -0.670
C 2.214 -5.507 -0.676
C 1.472 -3.307 -1.847
O 1.537 -3.712 -2.982
O 1.115 -2.105 -1.470
C 2.362 -2.928 2.707
O 2.754 -3.184 3.817
O 1.954 -1.760 2.268
H 3.156 -7.688 1.415
H 2.982 -5.728 2.658
H 2.163 -6.094 -1.582
C 2.505 0.367 -2.466
N 3.848 0.366 -1.892
C 4.892 1.089 -2.612
C 4.125 -0.310 -0.782
C 5.528 -0.291 -0.246
O 3.286 -0.959 -0.125
H 2.373 1.288 -3.027
H 1.770 0.351 -1.668
H 2.354 -0.498 -3.113
H 4.415 1.738 -3.339
H 5.559 0.408 -3.144
H 5.473 1.711 -1.934
H 6.293 -0.294 -1.018
H 5.649 -1.153 0.403
H 5.646 0.612 0.358
*
```

Energy relative to the best compared isomer or geometry (same formula, charge and spin) = 0.230 eV
Orbital gap (alpha / beta) = 7.09 / 8.00 eV
Molecular weight = 898.6 g/mol
Lowest unoccupied orbital energy (alpha / beta) = 0.16 / 0.04 eV
HOMO energy (alpha / beta) = -0.2545 / -0.2924 hartree
Total energy = -3498.36398 a.u.

Max |F|, respectively: 3.5, 1.3 eV/Å.